[1]
{
  "formula": "C14H30O4PPtS3",
  "method": "wB97M-V/def2-TZVPD",
  "elements": ["Pt", "C", "C", "S", "C", "C", "S", "C", "C", "S", "H", "H", "H", "H", "H", "H", "H", "H", "H", "H", "H", "H", "C", "C", "C", "C", "O", "P", "O", "O", "O", "C", "C", "C", "C", "H", "H", "H", "H", "H", "H", "H", "H", "H", "H", "H", "H", "H", "H", "H", "H", "H", "H"],
  "xyz": [[0.19172, -0.05306, 1.17764], [-0.31305, 3.09573, 1.89002], [0.66036, 2.72660, 2.98760], [0.64481, 0.94463, 3.34639], [2.40325, 0.49350, 3.35729], [3.20006, 0.81562, 2.09718], [2.51625, 0.10278, 0.56179], [2.49949, 1.50879, -0.57536], [1.71074, 2.72027, -0.11111], [-0.00745, 2.31625, 0.28776], [-1.33783, 2.80075, 2.12657], [-0.32430, 4.17648, 1.73869], [1.68542, 3.02832, 2.78328], [0.35368, 3.21850, 3.91117], [2.83971, 1.01426, 4.21132], [2.41285, -0.57011, 3.59723], [3.33230, 1.88524, 1.94102], [4.19277, 0.37281, 2.18880], [3.54275, 1.77216, -0.75966], [2.10904, 1.08823, -1.50310], [2.16236, 3.24630, 0.72697], [1.66023, 3.42426, -0.94236], [-0.10575, -3.88513, 2.51098], [-1.20833, -2.97123, 2.96229], [-0.89372, -2.22932, 4.22932], [-2.55177, -3.67870, 3.03845], [-1.29517, -1.83122, 1.87779], [-2.13579, -1.61765, 0.58624], [-3.65441, -1.79493, 0.63939], [-1.64997, -0.14155, 0.30930], [-1.57082, -2.60668, -0.47269], [-2.51203, -3.10773, -1.52889], [-3.64592, -3.79150, -0.78653], [-1.80643, -4.22090, -2.31233], [-2.94557, -1.96075, -2.41212], [0.08348, -4.62017, 3.29515], [0.82320, -3.32440, 2.34007], [-0.35618, -4.42568, 1.59569], [-0.89028, -2.93381, 5.06043], [-1.63469, -1.45668, 4.45097], [0.10446, -1.77501, 4.17643], [-2.47281, -4.42514, 3.82722], [-2.79455, -4.20483, 2.11155], [-3.36675, -3.00015, 3.28969], [-3.39417, -4.66543, -0.18682], [-4.58476, -3.90899, -1.32623], [-3.77309, -2.79552, 0.17370], [-1.36048, -4.94864, -1.63555], [-1.03017, -3.75523, -2.92408], [-2.51407, -4.72331, -2.97231], [-3.42475, -1.15650, -1.84318], [-3.66399, -2.31598, -3.15086], [-2.08383, -1.55228, -2.94321]],
  "atomic_forces_ev_per_a": [[0.346, -0.007, 0.513], [-0.004, 0.135, -0.066], [0.009, 0.076, 0.124], [-0.240, -0.063, 0.023], [0.090, 0.064, -0.038], [0.030, 0.026, 0.080], [-0.109, -0.232, -0.124], [0.066, 0.110, -0.077], [0.068, 0.153, -0.093], [-0.230, -0.172, -0.100], [-0.004, 0.018, 0.037], [0.034, 0.056, -0.017], [-0.033, 0.061, -0.032], [0.007, 0.007, 0.069], [0.070, 0.007, 0.041], [0.037, -0.056, -0.012], [-0.017, -0.037, 0.058], [0.049, 0.015, 0.036], [0.026, 0.029, -0.010], [-0.029, 0.039, -0.042], [0.090, -0.047, -0.019], [0.022, 0.099, -0.022], [0.375, 0.060, -0.279], [-0.492, -0.406, -0.015], [0.165, 0.383, 0.068], [0.032, 0.290, -0.267], [0.116, -0.332, 0.999], [0.716, 0.739, -0.647], [0.521, 0.228, 0.686], [-0.752, -0.548, -0.434], [-0.020, -0.101, -0.207], [-0.628, -0.779, -0.034], [0.156, -1.103, -1.343], [0.339, 0.471, 0.211], [0.055, 0.259, 0.062], [0.007, 0.028, -0.022], [-0.108, -0.134, 0.080], [-0.031, 0.073, 0.080], [0.041, -0.020, -0.004], [0.042, -0.113, -0.051], [-0.124, -0.089, 0.063], [-0.039, -0.054, 0.018], [0.088, 0.006, 0.083], [0.038, 0.010, 0.048], [0.079, 0.139, 0.186], [0.022, 0.231, 0.121], [-0.860, 0.781, 0.409], [-0.018, -0.015, -0.064], [0.016, -0.171, -0.014], [0.002, 0.064, 0.041], [0.010, -0.114, -0.124], [0.040, -0.024, 0.004], [-0.066, -0.038, 0.018]],
  "charge": 3,
  "multiplicity": 5,
  "homo_energy_ev": [-18.40, -20.13],
  "s2": 6.017,
  "homo_lumo_gap_ev": [9.5, 6.3],
  "e_lumo_ev": [-8.94, -13.78]
}



[2]
{
  "formula": "C14H30O6PbS2",
  "method": "wB97M-V/def2-TZVPD",
  "elements": ["Pb", "C", "C", "C", "O", "H", "H", "H", "H", "H", "H", "H", "C", "C", "C", "O", "H", "H", "H", "H", "H", "H", "H", "C", "C", "C", "S", "O", "O", "C", "H", "H", "H", "H", "H", "H", "H", "H", "C", "C", "C", "S", "O", "O", "C", "H", "H", "H", "H", "H", "H", "H", "H"],
  "xyz": [[7.78717, -13.10631, -18.93919], [6.70940, -16.66187, -20.56857], [6.63554, -16.59616, -19.12612], [7.11434, -17.97809, -18.59803], [7.53582, -15.67359, -18.54919], [5.88979, -17.33545, -20.81885], [7.69042, -16.98287, -20.91878], [6.56723, -15.69163, -21.04452], [5.59936, -16.41704, -18.83918], [7.35503, -18.15164, -17.54920], [8.04726, -18.18595, -19.12200], [6.45121, -18.79346, -18.88706], [8.91253, -11.96839, -15.18774], [9.99554, -12.38082, -16.18089], [11.29332, -12.62732, -15.60389], [9.45178, -13.48100, -16.86435], [9.17581, -11.04745, -14.66750], [8.67654, -12.81919, -14.54855], [8.02282, -11.77074, -15.78560], [9.99929, -11.50881, -16.83488], [12.18640, -12.63326, -16.22877], [11.33405, -13.44378, -14.88290], [11.43325, -11.83770, -14.86564], [10.98672, -7.79113, -20.65391], [11.88726, -8.40545, -19.56482], [11.18886, -9.52180, -18.82160], [9.58191, -9.79657, -19.70134], [8.62653, -8.99558, -18.94031], [9.49658, -11.25272, -19.84060], [10.13819, -8.91162, -21.25097], [11.60477, -7.22156, -21.34797], [10.37403, -6.94599, -20.34015], [12.28456, -7.71746, -18.81854], [12.90571, -8.60238, -19.89958], [11.01962, -9.60300, -17.74789], [11.74883, -10.45679, -18.83982], [9.32934, -8.56282, -21.89299], [10.78591, -9.58624, -21.81084], [5.25664, -14.67161, -14.46286], [4.72702, -13.23361, -14.11881], [4.84541, -12.43516, -15.34352], [4.37892, -13.46847, -16.73119], [5.50495, -13.46573, -17.72310], [2.99163, -13.17079, -17.16789], [4.47425, -15.02587, -15.78331], [5.09846, -15.43048, -13.69658], [6.32213, -14.48353, -14.59495], [5.44376, -12.93708, -13.35301], [3.71816, -13.46183, -13.77499], [5.87401, -12.10841, -15.49620], [4.16253, -11.59690, -15.48170], [4.90491, -15.86279, -16.33303], [3.44701, -15.27496, -15.51717]],
  "atomic_forces_ev_per_a": [[0.726, -3.328, 2.642], [-0.285, 0.183, -1.955], [2.045, 0.171, 3.164], [0.025, -0.616, -0.518], [-0.173, 2.043, -0.654], [0.205, -0.171, -0.956], [-0.080, -0.414, 0.030], [-0.427, 0.181, 0.030], [-0.430, 0.182, 0.299], [-0.357, 0.802, 0.197], [0.173, 0.038, -0.013], [-0.340, -0.068, -0.124], [0.133, 0.102, 0.092], [-3.486, -0.483, -1.680], [2.054, 0.346, 2.394], [-0.713, 0.257, -1.978], [-0.082, -0.053, 0.477], [0.099, 0.150, 0.376], [-0.089, 0.089, -0.014], [0.696, 0.501, -0.533], [-0.327, -0.219, -0.327], [-0.255, -0.773, -0.580], [0.438, 0.713, -0.110], [0.317, 0.846, 0.223], [0.893, 1.304, 1.443], [-0.121, -1.900, -0.840], [2.443, 0.741, 1.785], [-0.009, -1.072, -1.424], [-0.897, 0.978, -0.631], [0.148, 0.025, 0.419], [0.196, -0.764, -0.636], [-0.448, -0.444, 0.799], [-1.002, 0.931, 0.169], [-0.358, -1.230, -0.947], [-0.561, 1.503, 0.116], [-0.003, -0.275, -1.033], [-0.172, -0.179, 0.350], [-0.213, -0.344, 0.132], [-0.442, 1.133, -1.610], [0.285, -2.769, 1.474], [-0.260, 1.273, -1.342], [0.232, -0.913, -1.389], [-1.980, 0.432, 1.198], [2.612, -0.526, 0.682], [0.508, -0.152, 0.848], [-0.092, 0.251, -0.005], [0.163, -0.832, -0.510], [-0.722, 0.703, 0.307], [-0.131, 1.021, 0.291], [-0.053, -0.042, -0.171], [0.110, 0.206, 0.469], [0.088, 0.397, -0.374], [-0.080, 0.062, -0.054]],
  "multiplicity": 1,
  "homo_energy_ev": -7.35,
  "homo_lumo_gap_ev": 7.2,
  "e_lumo_ev": -0.17
}



[3]
{
  "formula": "C14H31ClN4O3S2",
  "method": "wB97M-V/def2-TZVPD",
  "elements": ["C", "C", "O", "C", "O", "C", "C", "C", "N", "C", "O", "C", "C", "N", "S", "N", "C", "C", "N", "C", "S", "C", "C", "H", "H", "H", "H", "H", "H", "H", "H", "H", "H", "H", "H", "H", "H", "H", "H", "H", "H", "H", "H", "H", "H", "H", "H", "H", "H", "H", "H", "H", "H", "H", "Cl"],
  "xyz": [[1.63353, 2.30637, 4.80901], [1.20328, 1.88252, 3.31148], [1.72809, 2.90949, 2.44226], [2.07131, 2.41393, 1.17700], [2.62385, 1.33683, 0.93437], [1.74993, 3.37443, -0.05953], [0.25814, 3.17706, -0.57197], [0.09585, 1.90160, -1.50036], [-0.79783, 0.83426, -0.88989], [-2.23476, 1.17170, -1.07266], [-3.02116, 1.03053, 0.12635], [-2.97072, 2.22583, 0.93058], [-0.41878, -0.38320, -1.62507], [-0.61290, -0.53585, -3.05387], [-1.93325, -1.61062, -3.45301], [0.14354, -1.33626, -0.89398], [0.34142, -1.20634, 0.59828], [-1.04337, -1.31319, 1.41249], [-1.08935, -0.18420, 2.38072], [0.61813, -2.59934, -1.50581], [-0.52198, -4.03445, -1.22379], [-0.09601, -5.27230, -2.52833], [1.44645, -5.31844, -2.94839], [1.38920, 1.44461, 5.49836], [2.77117, 2.40274, 4.78979], [1.14248, 3.28775, 5.09699], [1.64397, 0.85132, 3.15342], [0.07169, 1.79524, 3.31372], [1.93984, 4.46036, 0.19349], [2.44776, 3.08383, -0.90834], [-0.00482, 4.08844, -1.20126], [-0.41631, 3.20146, 0.33615], [1.09789, 1.44149, -1.77851], [-0.41146, 2.21788, -2.46826], [-2.76539, 0.57707, -1.87504], [-2.32624, 2.27490, -1.37222], [-3.17671, 3.18341, 0.36162], [-1.98346, 2.26824, 1.48140], [-3.77987, 2.15072, 1.73233], [-0.80823, 0.36266, -3.50874], [-2.89301, -1.56336, -2.43369], [0.97089, -2.09511, 0.93884], [0.93663, -0.28393, 0.87907], [-1.13782, -2.33321, 1.90269], [-1.92030, -1.20613, 0.69052], [-0.63602, 0.64435, 1.98234], [-2.07240, 0.01944, 2.59460], [0.84952, -2.51618, -2.61140], [1.61131, -2.84940, -0.99873], [-0.36900, -6.32348, -2.17579], [-0.69598, -5.08048, -3.47646], [2.13632, -4.70317, -2.29896], [1.81820, -6.39797, -2.89296], [1.58274, -5.02322, -4.04421], [3.81404, -0.15062, 2.30337]],
  "atomic_forces_ev_per_a": [[0.423, -0.428, -1.291], [0.351, -0.657, 3.192], [-0.603, -1.344, -2.236], [1.389, -0.929, -1.601], [-3.723, 4.140, -0.479], [0.239, 0.071, 0.337], [0.552, 0.679, -0.063], [-0.241, 0.667, -0.116], [0.721, -0.961, -2.138], [-1.333, 1.224, 0.227], [0.674, 0.885, -0.989], [-0.309, 0.045, 1.389], [0.121, -0.372, 1.337], [-0.896, 0.472, 2.288], [-0.456, -0.802, -0.173], [-0.598, 0.545, -1.324], [-0.136, -0.990, 1.654], [-0.085, 0.681, -0.986], [-0.286, -0.933, -0.304], [2.055, -0.857, -0.663], [-0.143, -0.167, 0.218], [0.822, -0.460, -1.436], [0.283, -0.689, -0.440], [0.052, 1.159, -0.625], [-1.551, -0.002, 0.109], [0.605, -1.274, -0.147], [-0.143, 1.305, -0.387], [1.230, 0.632, -0.438], [-0.367, -1.178, -0.178], [-0.694, 0.339, 1.244], [0.271, -1.114, 0.795], [0.534, -0.350, -1.196], [-1.123, 0.586, 0.640], [0.750, -0.162, 0.893], [0.775, 0.393, 0.919], [0.421, -1.460, 0.192], [0.385, -1.147, 0.328], [-1.001, 0.241, -0.699], [1.023, -0.118, -1.175], [0.197, -0.234, 0.577], [1.140, 0.518, -0.529], [-0.618, 1.313, -0.849], [-0.652, -0.993, -0.624], [0.253, 1.373, -0.375], [1.075, -0.366, 0.560], [-0.465, -0.588, 0.105], [0.671, 0.061, -0.097], [-0.578, 0.333, 1.301], [-1.399, 0.580, -0.594], [0.070, 1.762, 0.007], [0.566, -0.101, 1.338], [-0.876, -0.668, -0.735], [-0.486, 1.490, 0.041], [-0.204, -0.151, 1.588], [1.317, -1.998, 1.610]],
  "multiplicity": 1,
  "homo_energy_ev": -5.20,
  "homo_lumo_gap_ev": 3.6,
  "e_lumo_ev": -1.59
}



[4]
{
  "formula": "C14H31N3O4PS",
  "method": "wB97M-V/def2-TZVPD",
  "elements": ["C", "C", "C", "P", "O", "O", "O", "N", "C", "O", "C", "S", "C", "N", "H", "H", "H", "H", "H", "H", "H", "H", "H", "H", "H", "H", "H", "C", "C", "C", "N", "C", "C", "C", "C", "C", "H", "H", "H", "H", "H", "H", "H", "H", "H", "H", "H", "H", "H", "H", "H", "H", "H", "H"],
  "xyz": [[4.36750, 2.75277, -1.33310], [3.70553, 1.46391, -1.81470], [2.40658, 1.22343, -1.00548], [1.04121, 0.40474, -1.92433], [-0.28923, 0.91032, -1.52901], [1.12787, -1.15557, -1.63925], [1.35768, 0.62699, -3.47028], [2.90319, 0.47209, 0.14023], [3.89574, -0.39316, -0.25844], [4.17385, -1.43047, 0.29193], [4.52726, 0.16398, -1.53114], [4.24569, -1.14812, -2.76531], [6.03880, 0.35860, -1.32430], [6.67178, 0.80060, -2.56744], [3.72543, 3.59780, -1.58411], [4.50891, 2.75574, -0.25154], [5.32299, 2.90676, -1.82500], [3.47116, 1.55982, -2.87050], [1.93360, 2.15634, -0.69250], [1.94463, -1.59784, -1.91831], [0.54522, 0.88072, -3.92702], [2.25651, 0.09038, 0.81620], [4.56780, -0.34923, -3.79216], [6.20247, 1.08535, -0.52967], [6.43054, -0.59713, -0.97350], [7.35074, 1.52767, -2.38591], [7.18658, 0.03956, -2.99094], [-6.75033, -0.91610, 2.39521], [-5.48184, -1.77087, 2.41047], [-4.16252, -1.04755, 2.64840], [-3.52641, -0.32374, 1.47946], [-4.42332, 0.74245, 0.95102], [-2.21936, 0.28132, 1.96061], [-1.18434, -0.80324, 1.74917], [-1.59780, -1.39051, 0.40022], [-3.12460, -1.29610, 0.37302], [-6.92119, -0.40938, 1.44770], [-7.61770, -1.54995, 2.57138], [-6.73044, -0.16365, 3.18569], [-5.43154, -2.40042, 1.52001], [-5.55577, -2.46728, 3.24838], [-3.40538, -1.75789, 2.97839], [-4.28761, -0.29856, 3.43147], [-4.78905, 1.34695, 1.77799], [-5.25551, 0.28611, 0.42683], [-3.85301, 1.35661, 0.25850], [-2.01077, 1.13903, 1.32326], [-2.34902, 0.61313, 2.98817], [-1.20841, -1.54453, 2.54888], [-0.18263, -0.37977, 1.72510], [-1.26105, -2.41698, 0.27022], [-1.17790, -0.80007, -0.41021], [-3.61682, -2.24511, 0.56020], [-3.49569, -0.89003, -0.56400]],
  "atomic_forces_ev_per_a": [[-0.099, -0.025, -0.014], [0.052, -0.218, 0.119], [0.083, 0.070, -0.209], [-0.231, -0.086, 0.241], [0.071, -0.060, 0.095], [-0.109, -0.011, 0.116], [-0.026, 0.045, 0.126], [-0.443, -0.198, -0.260], [-0.050, -0.100, 0.169], [0.184, 0.092, 0.052], [0.096, 0.420, 0.303], [0.079, 0.057, -0.088], [-0.129, -0.161, -0.210], [0.118, -0.013, 0.116], [0.001, 0.013, -0.007], [0.057, -0.037, 0.008], [0.066, 0.020, -0.010], [0.122, -0.035, -0.046], [0.207, 0.122, 0.030], [0.138, 0.068, -0.209], [-0.016, 0.026, -0.156], [0.021, 0.058, 0.036], [-0.107, -0.092, -0.137], [-0.012, 0.060, 0.008], [0.027, 0.006, 0.064], [-0.030, 0.040, -0.007], [-0.075, -0.014, -0.066], [0.014, -0.021, 0.009], [-0.043, 0.032, -0.033], [0.029, -0.038, -0.005], [-0.043, 0.047, -0.011], [0.020, -0.012, -0.015], [0.010, 0.025, 0.045], [-0.050, -0.024, -0.033], [0.035, -0.166, -0.048], [0.076, 0.055, -0.042], [0.007, 0.011, 0.010], [-0.002, 0.002, 0.003], [-0.004, -0.006, 0.007], [-0.002, -0.002, -0.002], [0.011, -0.016, -0.008], [-0.015, -0.001, 0.012], [0.011, 0.013, -0.010], [0.021, 0.017, 0.000], [-0.015, -0.009, 0.037], [-0.006, -0.011, -0.014], [0.018, -0.021, -0.031], [0.000, 0.041, -0.012], [-0.009, 0.006, 0.003], [0.001, 0.008, 0.002], [-0.023, -0.003, 0.018], [-0.014, 0.061, 0.036], [-0.022, 0.016, 0.042], [0.000, -0.046, -0.024]],
  "charge": 1,
  "multiplicity": 1,
  "homo_energy_ev": -11.48,
  "homo_lumo_gap_ev": 9.4,
  "e_lumo_ev": -2.09
}